Computed, not measured: C22H11Cl5F6N3NiO4S3 as an isolated structure, with ωB97M-V/def2-TZVPD.

Computed properties:
DFT total energy (hartree): -6913.26214
M (g/mol): 827.5
Frontier orbital gap (hartree): 0.2374
Charge: -1
Relative energy (zero: lowest compared OMol25 entry of this formula, charge and spin) (kcal/mol): 14.9
LUMO level (eV): 0.94

Element x y z (Å)
Ni (-0.21836, -0.14319, -0.33644)
F (2.16787, -2.61743, 4.67329)
C (1.38691, -1.59891, 4.30520)
F (2.10389, -0.47699, 4.36578)
F (0.38554, -1.50221, 5.18877)
S (0.67960, -1.86414, 2.62243)
O (-0.02794, -0.64330, 2.34264)
O (-0.07765, -3.07031, 2.77142)
N (2.01344, -2.08937, 1.82090)
S (2.56860, -1.40174, 0.52919)
O (1.78981, -0.33157, -0.08488)
O (3.17605, -2.35656, -0.33655)
C (3.98066, -0.43128, 1.20866)
F (3.56467, 0.46004, 2.10732)
F (4.86574, -1.24053, 1.79433)
F (4.59999, 0.22273, 0.22156)
Cl (0.48922, 0.50286, -2.99498)
C (0.32372, 1.95726, -2.03566)
C (-0.01247, 1.78308, -0.69402)
C (-0.22162, 2.94653, 0.02552)
Cl (-0.71988, 2.81716, 1.68580)
C (-0.06956, 4.21692, -0.53225)
Cl (-0.33175, 5.63849, 0.41287)
C (0.29494, 4.34176, -1.86979)
Cl (0.49623, 5.90283, -2.57817)
C (0.48681, 3.19700, -2.64098)
Cl (0.90611, 3.33035, -4.30891)
N (-6.92848, -0.61501, 1.15124)
C (-6.40057, 0.01245, 0.08381)
S (-7.36252, 0.70909, -1.05581)
C (-4.90462, 0.00972, -0.00164)
C (-4.27021, 0.63199, -1.07092)
C (-2.89104, 0.63023, -1.13694)
N (-2.13268, 0.04024, -0.21170)
C (-2.72452, -0.56744, 0.82099)
C (-4.09733, -0.59626, 0.95976)
H (-7.92477, -0.55001, 1.27416)
H (-6.37000, -0.88424, 1.94092)
H (-4.85274, 1.11577, -1.84003)
H (-2.36944, 1.11562, -1.95041)
H (-2.07195, -1.04331, 1.53986)
H (-4.48880, -1.12271, 1.81747)
C (-0.39848, -2.03884, -0.38978)
C (-0.38342, -3.25129, -0.32932)
C (-0.34596, -4.67987, -0.24931)
C (-0.97793, -5.47586, -1.20788)
C (-0.93671, -6.85754, -1.11538)
C (-0.26376, -7.46839, -0.06612)
C (0.36958, -6.68394, 0.88935)
C (0.33203, -5.30258, 0.80216)
H (-1.49828, -4.99402, -2.02564)
H (-1.43058, -7.46072, -1.86730)
H (-0.23044, -8.54842, 0.00518)
H (0.89950, -7.15177, 1.70938)
H (0.82225, -4.68481, 1.54184)

---

Computed, not measured: C22H12BBrCl3F4N3O7ScSe as an isolated structure, with ωB97M-V/def2-TZVPD.

Computed properties:
DFT total energy (hartree): -9078.00936
M (g/mol): 827.3
Frontier orbital gap (hartree): 0.2666
Charge: -1
Relative energy (zero: lowest compared OMol25 entry of this formula, charge and spin) (kcal/mol): 12.6
LUMO level (eV): 1.37

Element x y z (Å)
Sc (-0.89031, 0.63176, -0.43925)
Br (5.47453, 4.65781, -1.44775)
C (3.75998, 3.83724, -1.43919)
C (2.61214, 4.63009, -1.56760)
C (1.37108, 4.04519, -1.57556)
C (1.20973, 2.64681, -1.43296)
O (0.02454, 2.12025, -1.46038)
C (2.38611, 1.87048, -1.29686)
C (2.30068, 0.42751, -1.24169)
N (1.21536, -0.20855, -1.02998)
C (1.16266, -1.61005, -1.13146)
C (2.12118, -2.49247, -0.72326)
C (1.92759, -3.88156, -0.90109)
C (0.79084, -4.36435, -1.48266)
C (-0.23122, -3.47097, -1.89092)
C (-1.45386, -3.87250, -2.47686)
C (-2.39209, -2.93749, -2.79812)
C (-2.14334, -1.58393, -2.49786)
N (-1.01317, -1.17601, -1.97249)
C (-0.04863, -2.09540, -1.68647)
C (3.64953, 2.47868, -1.31935)
H (2.70921, 5.70321, -1.66481)
H (0.47337, 4.64010, -1.68176)
H (3.21937, -0.13155, -1.44700)
H (3.01495, -2.12739, -0.23341)
H (2.69354, -4.56570, -0.56014)
H (0.64491, -5.42873, -1.61758)
H (-1.63621, -4.92684, -2.64794)
H (-3.34276, -3.21517, -3.22982)
H (-2.90618, -0.82897, -2.65624)
H (4.53701, 1.86231, -1.23518)
Cl (1.70751, 1.91871, 6.48611)
C (1.15837, 1.34991, 4.92811)
C (1.34575, 0.02366, 4.58203)
C (0.90822, -0.42355, 3.34963)
Cl (1.18897, -2.07475, 2.89304)
C (0.26114, 0.42210, 2.43619)
O (-0.18019, 0.00590, 1.28334)
C (0.13001, 1.76147, 2.83013)
Cl (-0.58083, 2.82733, 1.65987)
C (0.55667, 2.23602, 4.05286)
H (1.83098, -0.66134, 5.26249)
H (0.42459, 3.27565, 4.31573)
O (-2.53673, -0.65554, 0.05429)
Se (-3.28315, -0.77362, 1.51538)
O (-4.75741, -1.38320, 1.44873)
O (-2.24392, -2.10284, 2.31545)
O (-2.96558, 0.42534, 2.51296)
F (-2.49203, 1.86089, -0.86722)
B (-3.98596, 2.00027, -1.10916)
F (-4.62079, 1.46308, -0.01794)
F (-4.21131, 3.34713, -1.26153)
F (-4.20790, 1.26866, -2.27233)
O (-2.61127, -3.43832, 0.67296)
N (-2.07567, -3.30677, 1.71454)

---

Computed, not measured: C22H12F18I2N2O6S2Zr as an isolated structure, with ωB97M-V/def2-TZVPD.

Computed properties:
DFT total energy (hartree): -4643.17448
M (g/mol): 1151.5
Frontier orbital gap (hartree): 0.2193
Charge: 0
Relative energy (zero: lowest compared OMol25 entry of this formula, charge and spin) (kcal/mol): 0.0
LUMO level (eV): -2.24

Element x y z (Å)
Zr (0.05642, -0.25300, -0.70702)
C (1.96160, -5.91263, 3.41392)
C (1.26579, -4.81712, 2.65356)
C (-0.08365, -4.54667, 2.82610)
C (-0.70875, -3.54418, 2.11251)
C (-0.02446, -2.75456, 1.18140)
N (-0.70239, -1.78135, 0.42551)
C (-2.10131, -1.56453, 0.68248)
C (-2.99475, -2.58176, 0.33904)
C (-4.34400, -2.48275, 0.59744)
C (-4.85541, -1.34807, 1.22030)
C (-6.32368, -1.20789, 1.51219)
C (-3.97466, -0.32657, 1.53553)
C (-2.60763, -0.38847, 1.25374)
C (-1.70453, 0.81687, 1.56964)
O (-0.69634, 0.97877, 0.62940)
C (-1.07237, 0.63700, 2.97004)
F (-0.26722, -0.43050, 2.97191)
F (-2.00812, 0.44046, 3.90901)
F (-0.34765, 1.69941, 3.32735)
C (-2.48900, 2.16608, 1.53133)
F (-3.26324, 2.21584, 0.43960)
F (-3.27702, 2.35501, 2.60449)
F (-1.65098, 3.19786, 1.47938)
C (1.36782, -2.96156, 1.06652)
C (1.96324, -3.99962, 1.78016)
C (2.24924, -2.05341, 0.20691)
O (1.75542, -0.76343, 0.11424)
C (3.69961, -1.90404, 0.75146)
F (4.31390, -0.87068, 0.18086)
F (4.44458, -2.99818, 0.49260)
F (3.69976, -1.70034, 2.06813)
C (2.32391, -2.60119, -1.24427)
F (1.11232, -2.27535, -1.84081)
F (3.25908, -2.03578, -1.99426)
F (2.44465, -3.91548, -1.33005)
H (1.24654, -6.64639, 3.78473)
H (2.68448, -6.43290, 2.78505)
H (2.50197, -5.51168, 4.27391)
H (-0.66619, -5.13086, 3.52921)
H (-1.76019, -3.37113, 2.28510)
H (-2.58600, -3.47720, -0.11118)
H (-5.00598, -3.29722, 0.32761)
H (-6.81292, -2.18040, 1.54879)
H (-6.48846, -0.70515, 2.46508)
H (-6.81667, -0.61597, 0.73843)
H (-4.38051, 0.55078, 2.01658)
H (3.02111, -4.18480, 1.66207)
F (0.67380, -0.05341, -5.14647)
C (1.79872, 0.61853, -4.90387)
F (2.05445, 1.42971, -5.91657)
F (2.79642, -0.24290, -4.75640)
S (1.59996, 1.58831, -3.35032)
O (1.31941, 0.52868, -2.36932)
O (2.78873, 2.33496, -3.16929)
N (0.34039, 2.45029, -3.64519)
S (-1.09213, 2.30039, -3.05134)
O (-1.19383, 1.23602, -2.03560)
O (-2.11601, 2.30290, -4.03571)
C (-1.24959, 3.86990, -2.09978)
F (-1.06195, 4.89932, -2.91272)
F (-0.33327, 3.89022, -1.14108)
F (-2.46315, 3.93607, -1.57732)
I (-1.89281, -1.36847, -2.97717)
I (-1.71019, -4.01053, -3.07516)

---

Computed, not measured: C22H12N7S2Ti as an isolated structure, with ωB97M-V/def2-TZVPD.

Computed properties:
DFT total energy (hartree): -2874.47088
M (g/mol): 486.4
Frontier orbital gap (spin up / spin down) (hartree): 0.2309 / 0.2308
Charge: +1
LUMO level (spin up / spin down) (eV): -5.24 / -5.24

Element x y z (Å)
Ti (0.06862, -0.01896, -1.07835)
C (-3.48735, -1.82729, -1.95605)
C (-4.26841, -1.90667, -0.77370)
C (-3.58926, -1.83514, 0.39968)
C (-2.23829, -1.41735, 0.44054)
N (-1.51908, -1.32575, -0.72618)
C (-2.14287, -1.75306, -1.85838)
N (-1.76677, -1.13118, 1.64608)
C (-0.61220, -0.52189, 1.84514)
N (0.38969, -0.19162, 0.93604)
C (1.52373, 0.30758, 1.65828)
N (2.69068, 0.52809, 1.13379)
C (3.01286, 0.17774, -0.10046)
C (4.40976, 0.25703, -0.44542)
C (4.80598, 0.07295, -1.77007)
C (3.93734, -0.53139, -2.65148)
C (2.70059, -0.91805, -2.08520)
N (2.15634, -0.25482, -1.07161)
C (1.22307, 0.27119, 3.09074)
C (1.87871, 0.75590, 4.20752)
C (1.30206, 0.55047, 5.43846)
C (0.05487, -0.05782, 5.54666)
C (-0.72253, -0.41511, 4.42930)
C (-0.13299, -0.21178, 3.18738)
H (-4.02203, -1.77537, -2.93249)
H (-5.38311, -1.92014, -0.82923)
H (-4.00178, -1.81337, 1.38113)
H (-1.45257, -1.85779, -2.72147)
H (4.97570, 0.81859, 0.23693)
H (5.76836, 0.46081, -2.08715)
H (4.18251, -0.70568, -3.70315)
H (2.08930, -1.63911, -2.54579)
H (2.85863, 1.27364, 4.13992)
H (1.84587, 0.91796, 6.33085)
H (-0.41340, -0.31530, 6.52234)
H (-1.63735, -0.95146, 4.53230)
S (0.11900, 0.58001, -3.54861)
C (-1.03186, 1.71039, -2.91869)
S (-0.76672, 2.04132, -1.20618)
C (-2.02283, 2.47744, -3.60900)
C (-1.77900, 2.77289, -4.98474)
N (-1.73856, 2.83111, -6.18709)
C (-3.14881, 3.03534, -2.94209)
N (-4.11588, 3.45568, -2.37052)